Formula: C26H30N4O4
Source: the OMol25 dataset
Level of theory: ωB97M-V with the def2-TZVPD basis set

ORCA input file:
```
! RIJCOSX wB97M-V def2-TZVPD def2/J DEFGRID3
* xyz 0 1
O -4.27 2.35 -0.53
C -4.85 1.49 0.07
C -6.30 1.47 0.51
C -7.26 2.20 -0.43
C -7.58 1.37 -1.67
C -8.10 0.00 -1.25
C -7.01 -0.76 -0.51
C -6.57 -0.01 0.77
C -5.20 -0.55 1.12
O -4.93 -1.55 1.72
N -4.28 0.32 0.55
C -2.89 0.03 0.46
C -1.95 1.03 0.75
C -0.61 0.75 0.67
C -0.12 -0.52 0.31
N 1.19 -0.79 0.27
C 2.28 0.14 0.47
C 2.55 0.97 -0.79
C 3.76 1.87 -0.56
N 4.92 1.07 -0.26
C 6.15 1.85 -0.22
C 7.36 0.95 -0.20
C 8.41 1.19 0.66
C 9.53 0.36 0.66
C 9.59 -0.71 -0.21
C 8.53 -0.96 -1.08
C 7.43 -0.13 -1.08
C 4.72 0.32 0.97
C 3.55 -0.64 0.81
C -1.10 -1.51 0.00
N -0.76 -2.81 -0.44
O -1.66 -3.56 -0.78
O 0.42 -3.14 -0.49
C -2.46 -1.21 0.08
H -6.31 2.00 1.48
H -6.80 3.14 -0.72
H -8.18 2.42 0.10
H -8.32 1.89 -2.27
H -6.68 1.25 -2.27
H -8.40 -0.58 -2.13
H -8.98 0.11 -0.61
H -7.34 -1.76 -0.23
H -6.15 -0.87 -1.17
H -7.29 -0.19 1.57
H -2.28 2.01 1.04
H 0.09 1.54 0.90
H 1.44 -1.73 -0.05
H 2.04 0.80 1.31
H 1.67 1.58 -1.04
H 2.75 0.30 -1.62
H 3.96 2.45 -1.47
H 3.54 2.59 0.25
H 6.18 2.46 -1.13
H 6.17 2.53 0.64
H 8.37 2.02 1.35
H 10.34 0.56 1.34
H 10.45 -1.36 -0.22
H 8.58 -1.80 -1.76
H 6.60 -0.31 -1.74
H 5.63 -0.24 1.18
H 4.53 1.00 1.82
H 3.77 -1.34 0.00
H 3.41 -1.21 1.73
H -3.16 -2.00 -0.15
*
```

## Properties
ΔE to the lowest compared entry with this formula, charge and spin ... 85.25 kcal/mol
LUMO level ... -0.012 Eh
HOMO-LUMO gap ... 0.2862 Ha
Structure (SMILES) ... O=C1[C@H]2CCCC[C@H]2C(=O)N1c1ccc(NC2CCN(Cc3ccccc3)CC2)c([N+](=O)[O-])c1
Maximum force ... 1.34 eV Å⁻¹
Calculated total energy ... -1528.7254 a.u.

The computed Löwdin charges, all in e, follow: 0.129, -0.372, -0.170, -0.144, -0.190, -0.191, -0.135, -0.163, -0.386, 0.137, 0.104, -0.172, 0.019, 0.003, -0.160, 0.084, -0.329, -0.117, -0.194, -0.177, -0.160, -0.232, -0.047, -0.088, -0.096, -0.081, -0.043, -0.182, -0.117, -0.073, -0.341, 0.076, 0.049, 0.086, 0.166, 0.118, 0.120, 0.112, 0.120, 0.112, 0.118, 0.125, 0.130, 0.161, 0.122, 0.105, 0.111, 0.145, 0.114, 0.127, 0.122, 0.129, 0.130, 0.126, 0.108, 0.101, 0.099, 0.102, 0.113, 0.124, 0.132, 0.127, 0.124, 0.130